Version 1
ORCA calculation (ωB97M-V/def2-TZVPD) on a single BrFHN molecule.

orbital gap = 9.5278 eV
LUMO energy = -0.44 eV
SMILES = FNBr
total charge = 0

```
4
BrFHN (ωB97M-V/def2-TZVPD)
F -0.274 -1.776 -0.088
N -0.530 -0.528 0.435
Br -2.324 0.096 -0.017
H 0.196 0.059 0.135
```

***

Version 2
ORCA calculation (ωB97M-V/def2-TZVPD) on a 2-piece molecular cluster, BrFHN overall.

orbital gap (spin up / spin down) = 9.5620 / 9.0846 eV
LUMO energy (spin up / spin down) = -0.47 / -1.13 eV
total charge = 0

```
4
BrFHN (ωB97M-V/def2-TZVPD)
N -0.234 0.418 -0.316
F 0.015 1.397 0.555
Br -1.188 -0.916 0.375
H 1.408 -0.899 -0.613
```

***

Which is the most stable structure? version 1 is the most stable.

***

Version 1
ORCA calculation (ωB97M-V/def2-TZVPD) on C3H2FMnO2 as an isolated structure.

orbital gap (spin up / spin down) = 4.9553 / 4.3575 eV
<S²> = 12.001
LUMO energy (spin up / spin down) = -1.68 / -2.28 eV
spin multiplicity = 7
total charge = 0

```
9
C3H2FMnO2 (ωB97M-V/def2-TZVPD)
C -0.389 0.373 0.136
O 0.375 -1.561 -0.181
C 0.941 -0.317 0.000
C -0.872 -0.868 -0.012
O 2.120 -0.149 0.186
Mn 3.464 1.254 0.017
H -0.715 1.356 0.554
H -1.811 -1.392 -0.178
F -3.112 1.304 -0.521
```

***

Version 2
ORCA calculation (ωB97M-V/def2-TZVPD) on C3H2FMnO2 as an isolated structure.

orbital gap (spin up / spin down) = 7.3598 / 6.8202 eV
<S²> = 12.004
LUMO energy (spin up / spin down) = 0.10 / -0.45 eV
spin multiplicity = 7
total charge = 0

```
9
C3H2FMnO2 (ωB97M-V/def2-TZVPD)
O -0.182 -1.468 0.021
C 0.674 -0.490 -0.335
O 1.906 -0.470 -0.001
C -1.404 -0.212 -0.002
C -0.252 0.576 -0.348
H -1.872 -0.086 0.981
H -2.060 -0.550 -0.810
F 0.093 1.820 0.070
Mn 3.098 0.879 0.423
```

***

Which is the most stable structure? version 2 is the most stable.

***

Version 1
ORCA calculation (ωB97M-V/def2-TZVPD) on a single C23H29N3O3 molecule.

orbital gap = 9.8216 eV
LUMO energy = 0.28 eV
SMILES = CCOC(=O)N1CCC2(CC1)[C@H](C(=O)[C@]13C[C@H]4C[C@H](C[C@H](C4)C1)C3)C2(C#N)C#N
total charge = 0

```
58
C23H29N3O3 (ωB97M-V/def2-TZVPD)
C 4.903 3.381 -0.363
C 5.239 2.411 0.761
O 4.278 1.360 0.858
C 4.448 0.329 0.000
O 5.337 0.253 -0.815
N 3.502 -0.622 0.184
C 3.452 -1.763 -0.704
C 2.029 -1.951 -1.222
C 1.070 -2.178 -0.062
C 1.636 -1.750 1.276
C 2.414 -0.448 1.127
C -0.406 -2.018 -0.359
C -1.315 -1.387 0.634
O -1.328 -1.758 1.787
C -2.195 -0.229 0.182
C -2.024 0.219 -1.269
C -2.963 1.395 -1.556
C -4.410 0.957 -1.337
C -4.589 0.514 0.114
C -4.263 1.677 1.049
C -2.818 2.118 0.822
C -2.636 2.563 -0.627
C -1.876 0.953 1.115
C -3.655 -0.658 0.409
C 0.173 -3.409 -0.060
C 0.224 -4.316 -1.160
N 0.270 -5.026 -2.056
C -0.105 -4.074 1.175
N -0.269 -4.691 2.123
H 3.902 3.783 -0.229
H 5.618 4.198 -0.364
H 4.956 2.866 -1.319
H 6.229 1.974 0.596
H 5.208 2.908 1.733
H 3.791 -2.667 -0.184
H 4.144 -1.564 -1.525
H 1.735 -1.047 -1.763
H 2.001 -2.784 -1.926
H 0.840 -1.623 2.011
H 2.303 -2.529 1.654
H 2.824 -0.143 2.094
H 1.744 0.352 0.784
H -0.647 -1.859 -1.401
H -2.273 -0.595 -1.955
H -0.991 0.527 -1.453
H -2.829 1.708 -2.597
H -5.085 1.787 -1.558
H -4.658 0.135 -2.013
H -5.623 0.192 0.275
H -4.941 2.511 0.854
H -4.399 1.369 2.087
H -2.578 2.948 1.495
H -3.296 3.405 -0.846
H -1.607 2.894 -0.790
H -1.984 0.629 2.151
H -0.839 1.267 0.965
H -3.894 -1.501 -0.245
H -3.775 -0.989 1.442
```

***

Version 2
ORCA calculation (ωB97M-V/def2-TZVPD) on a 2-piece molecular cluster, C23H29N3O3 overall.

orbital gap = 6.9512 eV
LUMO energy = -0.15 eV
total charge = 0

```
58
C23H29N3O3 (ωB97M-V/def2-TZVPD)
C 4.857 4.570 1.507
C 4.834 3.280 0.650
C 3.593 2.946 0.187
C 3.363 1.654 -0.537
C 4.452 0.742 -0.966
C 5.615 1.258 -0.321
C 5.705 2.393 0.515
H 6.750 2.862 0.558
H 6.497 0.785 -0.693
C 4.299 -0.417 -1.584
N 3.476 -1.151 -0.769
C 2.124 -1.519 -1.095
O 1.629 -1.279 -2.031
C 1.628 -2.468 0.013
C 2.356 -3.556 0.477
C 1.733 -4.423 1.661
C 0.498 -4.421 1.914
C -0.356 -3.362 1.317
C 0.335 -2.356 0.208
N -0.563 -1.482 -0.295
C -1.846 -1.097 -0.247
O -2.605 -1.372 0.924
C -2.252 0.057 -1.140
N -3.502 0.748 -0.717
C -3.340 1.666 0.078
H -2.336 2.109 0.265
C -4.538 2.248 0.387
C -4.499 3.436 1.626
H -3.727 3.862 1.798
H -4.513 2.585 2.599
H -5.409 4.016 1.636
O -5.781 1.666 0.248
C -5.823 0.919 -0.757
C -7.200 0.005 -0.723
H -8.027 0.777 -0.607
H -7.280 -0.268 -1.556
H -7.156 -0.506 0.002
C -4.666 -0.065 -0.599
H -4.748 -0.619 -1.773
H -4.811 -0.643 0.088
H -5.754 1.452 -1.511
H -4.663 3.160 -0.262
H -3.416 0.826 1.254
H -2.462 -0.728 -2.114
H -1.535 0.719 -1.424
H 0.123 -1.190 -1.221
H -1.281 -3.322 1.519
H 0.150 -5.058 2.636
H 2.434 -5.060 1.901
H 3.275 -3.601 0.388
H 4.001 -1.621 0.012
H 3.693 -0.162 -2.531
H 5.422 -0.726 -1.947
H 2.403 1.278 -0.753
H 2.673 3.375 0.558
H 4.089 4.723 2.409
H 4.642 5.359 0.687
H 5.707 4.661 1.936
```

***

Which is the most stable structure? version 1 is the most stable.

***

Version 1
ORCA calculation (ωB97M-V/def2-TZVPD) on a 3-piece molecular cluster, C2H10N5 overall.

orbital gap = 11.7079 eV
LUMO energy = -2.47 eV
total charge = +1

```
17
C2H10N5 (ωB97M-V/def2-TZVPD)
C 0.672 -2.133 0.020
C 3.092 1.016 0.113
N -3.366 1.495 0.076
N 4.028 1.662 -0.087
N -1.587 0.345 -0.573
N 0.546 -0.742 0.478
N -2.256 0.886 0.312
H 0.829 -2.147 -1.055
H 1.509 -2.638 0.503
H -0.243 -2.677 0.246
H 1.411 -0.185 0.277
H -3.765 1.575 -0.861
H -3.846 1.906 0.861
H 4.845 2.211 -0.243
H -0.330 -0.257 -0.015
H -1.937 0.387 -1.543
H 0.400 -0.704 1.490
```

***

Version 2
ORCA calculation (ωB97M-V/def2-TZVPD) on a 2-piece molecular cluster, C2H10N5 overall.

orbital gap = 9.9903 eV
LUMO energy = -3.02 eV
total charge = +1

```
17
C2H10N5 (ωB97M-V/def2-TZVPD)
C 1.174 0.028 -0.070
C -2.438 0.680 0.056
N -1.281 0.520 0.508
N 2.122 -0.782 0.328
N 1.382 1.226 -0.610
N -2.670 0.281 -1.152
N 1.807 -1.998 0.937
H 0.178 -0.284 0.088
H -3.280 1.163 0.588
H -1.001 0.839 1.450
H 3.116 -0.576 0.362
H 2.156 1.792 -0.542
H 0.608 1.700 -1.027
H -1.785 0.026 -1.533
H -3.538 0.272 -1.779
H 2.063 -2.827 0.504
H 1.388 -2.059 1.892
```

***

Which is the most stable structure? version 2 is the most stable.